A molecular structure, C40H54BN10PRhS4, computed with ωB97M-V with the def2-TZVPD basis set.

Output
energy = -113570.9979 eV
strongest force on any atom = 0.35 eV Å⁻¹
Kohn-Sham gap (alpha / beta) = 0.2685 / 0.2224 hartree
HOMO energy (alpha / beta) = -0.338 / -0.351 Ha

Structure (ORCA input):
```
! RIJCOSX wB97M-V def2-TZVPD def2/J DEFGRID3
* xyz 1 5
Rh 1.015 -1.144 1.007
C 2.530 0.085 5.568
C 2.973 1.094 4.506
C 3.846 2.148 5.186
C 3.773 0.437 3.386
N 1.789 1.781 3.892
C 1.688 3.148 3.740
C 0.548 3.390 3.066
N -0.052 2.186 2.777
B -1.291 2.296 1.810
N -0.810 2.831 0.456
C -1.513 3.829 -0.178
C -0.894 4.104 -1.337
N 0.207 3.266 -1.424
C 0.236 2.477 -0.316
S 1.441 1.304 0.057
C 1.233 3.361 -2.508
C 2.539 3.887 -1.915
C 0.745 4.343 -3.572
C 1.431 1.997 -3.169
N -2.183 1.029 1.731
C -2.762 0.588 2.904
C -3.685 -0.331 2.599
N -3.690 -0.478 1.213
C -2.778 0.406 0.680
S -2.444 0.666 -0.977
C -4.785 -1.266 0.556
C -4.445 -1.762 -0.847
C -6.019 -0.366 0.496
C -5.061 -2.509 1.412
C 0.723 1.209 3.278
S 0.395 -0.494 3.201
H 3.401 -0.211 6.153
H 2.088 -0.808 5.137
H 1.809 0.542 6.246
H 4.653 1.632 5.702
H 3.290 2.724 5.926
H 4.303 2.827 4.464
H 4.668 -0.027 3.804
H 4.073 1.185 2.650
H 3.200 -0.335 2.876
H 2.404 3.836 4.144
H 0.105 4.323 2.765
H -1.973 3.170 2.288
H -2.406 4.244 0.251
H -1.147 4.815 -2.097
H 2.386 4.876 -1.479
H 3.287 3.969 -2.705
H 2.917 3.213 -1.149
H 0.631 5.354 -3.180
H -0.196 4.019 -4.020
H 1.495 4.382 -4.360
H 1.987 1.322 -2.524
H 1.997 2.132 -4.092
H 0.467 1.549 -3.417
H -2.455 0.968 3.862
H -4.329 -0.891 3.247
H -4.350 -0.957 -1.565
H -5.258 -2.422 -1.156
H -3.518 -2.341 -0.857
H -5.809 0.514 -0.113
H -6.312 -0.040 1.495
H -6.854 -0.906 0.049
H -4.150 -3.096 1.550
H -5.792 -3.130 0.896
H -5.477 -2.279 2.390
N -0.937 -1.896 0.135
N -0.862 -3.234 -0.284
C -0.174 -4.127 0.444
N -0.201 -5.395 0.011
S 0.652 -3.684 1.843
H -1.651 -1.818 0.860
H -1.249 -1.293 -0.640
H -1.348 -3.485 -1.132
H -0.626 -5.654 -0.864
H 0.354 -6.074 0.501
N 2.826 -1.419 0.325
P 3.165 -1.945 -1.154
C 1.737 -2.456 -2.153
C 1.576 -3.760 -2.613
C 0.448 -4.099 -3.354
C -0.519 -3.141 -3.631
C -0.365 -1.839 -3.166
C 0.760 -1.496 -2.430
C 4.251 -3.369 -1.044
C 4.108 -4.208 0.062
C 4.896 -5.344 0.162
C 5.819 -5.640 -0.832
C 5.965 -4.800 -1.926
C 5.181 -3.660 -2.036
C 3.963 -0.643 -2.101
C 4.617 0.374 -1.409
C 5.259 1.380 -2.113
C 5.254 1.368 -3.502
C 4.601 0.356 -4.192
C 3.948 -0.648 -3.494
H 2.331 -4.510 -2.408
H 0.338 -5.107 -3.733
H -1.386 -3.404 -4.224
H -1.118 -1.088 -3.371
H 0.871 -0.485 -2.054
H 3.394 -3.964 0.839
H 4.795 -5.993 1.022
H 6.436 -6.526 -0.748
H 6.694 -5.025 -2.693
H 5.307 -2.998 -2.884
H 4.600 0.377 -0.326
H 5.760 2.176 -1.578
H 5.760 2.153 -4.049
H 4.592 0.353 -5.274
H 3.415 -1.423 -4.033
*
```

A molecular structure, C40H54CoN5OSiTe, computed with ωB97M-V with the def2-TZVPD basis set.

Output
energy = -104649.6748 eV
strongest force on any atom = 1.01 eV Å⁻¹
Kohn-Sham gap (alpha / beta) = 0.3094 / 0.3093 hartree
HOMO energy (alpha / beta) = -0.383 / -0.383 Ha

Structure (ORCA input):
```
! RIJCOSX wB97M-V def2-TZVPD def2/J DEFGRID3
* xyz 1 4
Co -1.001 -0.408 -0.783
C -3.370 -1.348 -2.605
C -3.739 -1.567 -1.132
N -2.567 -1.847 -0.285
C -2.001 -3.202 -0.389
C -1.134 -3.366 -1.640
N -0.246 -2.208 -1.814
C -0.006 -1.833 -3.209
C -1.202 -1.021 -3.789
N -2.126 -0.581 -2.737
H -4.206 -0.842 -3.093
H -3.253 -2.308 -3.102
H -4.484 -2.368 -1.063
H -4.189 -0.649 -0.752
H -2.855 -1.707 0.677
H -2.785 -3.967 -0.390
H -1.371 -3.358 0.490
H -1.763 -3.464 -2.521
H -0.562 -4.294 -1.549
H 0.637 -2.406 -1.346
H 0.180 -2.712 -3.835
H 0.888 -1.209 -3.229
H -1.732 -1.616 -4.538
H -0.803 -0.143 -4.296
H -2.336 0.403 -2.843
C -4.146 2.695 -0.288
C -2.935 3.215 0.491
C -2.791 2.380 1.768
C -3.140 4.688 0.852
Si -1.376 3.009 -0.644
O -1.189 1.452 -0.921
C 0.210 3.708 0.136
C 0.544 3.469 1.472
C 1.672 4.036 2.049
C 2.511 4.840 1.291
C 2.231 5.043 -0.051
C 1.097 4.479 -0.619
C -1.781 4.038 -2.187
C -2.315 3.464 -3.339
C -2.690 4.234 -4.430
C -2.527 5.611 -4.390
C -1.991 6.205 -3.258
C -1.628 5.426 -2.168
H -5.066 2.849 0.286
H -4.039 1.623 -0.481
H -4.256 3.205 -1.247
H -3.737 2.364 2.321
H -2.032 2.795 2.432
H -2.515 1.347 1.526
H -3.977 4.803 1.549
H -3.363 5.279 -0.037
H -2.249 5.108 1.326
H -0.088 2.826 2.075
H 1.898 3.862 3.095
H 3.383 5.295 1.744
H 2.896 5.646 -0.657
H 0.897 4.640 -1.671
H -2.442 2.387 -3.387
H -3.123 3.769 -5.307
H -2.815 6.218 -5.238
H -1.859 7.279 -3.222
H -1.215 5.906 -1.288
Te 2.280 -3.268 0.844
C 4.206 -3.139 -0.046
C 4.397 -3.326 -1.409
C 5.667 -3.214 -1.955
C 6.746 -2.880 -1.149
C 6.552 -2.662 0.207
C 5.287 -2.799 0.759
C 1.830 -5.311 0.426
C 1.894 -5.838 -0.858
C 1.505 -7.149 -1.093
C 1.032 -7.935 -0.052
C 0.967 -7.411 1.230
C 1.368 -6.104 1.470
H 3.559 -3.551 -2.055
H 5.811 -3.377 -3.015
H 7.734 -2.784 -1.580
H 7.388 -2.392 0.838
H 5.142 -2.642 1.821
H 2.256 -5.236 -1.681
H 1.563 -7.553 -2.096
H 0.718 -8.953 -0.241
H 0.608 -8.021 2.049
H 1.326 -5.703 2.476
N 0.182 -0.631 0.806
C 0.505 -0.253 1.854
N 0.857 0.146 3.039
C 2.091 0.923 3.233
C 1.897 1.872 4.407
C 1.498 1.084 5.654
C 0.188 0.340 5.389
C 0.350 -0.602 4.204
H 2.309 1.468 2.315
H 2.918 0.234 3.440
H 1.109 2.589 4.160
H 2.822 2.424 4.577
H 1.384 1.754 6.506
H 2.285 0.365 5.901
H -0.604 1.061 5.173
H -0.107 -0.244 6.262
H -0.603 -1.052 3.929
H 1.055 -1.403 4.452
*
```

A molecular structure, C40H54CsGeN4O10P3S, computed with ωB97M-V with the def2-TZVPD basis set.

Output
energy = -164566.7796 eV
strongest force on any atom = 0.95 eV Å⁻¹
Kohn-Sham gap (alpha / beta) = 0.2205 / 0.2233 hartree
HOMO energy (alpha / beta) = -0.151 / -0.154 Ha

Structure (ORCA input):
```
! RIJCOSX wB97M-V def2-TZVPD def2/J DEFGRID3
* xyz -1 2
Cs 0.270 -0.419 0.279
O -1.386 1.514 -0.658
N -2.212 1.608 -1.664
C -3.492 1.959 -1.398
C -4.457 2.038 -2.366
C -4.088 1.748 -3.684
C -2.785 1.416 -3.951
C -1.785 1.339 -2.953
S -0.168 0.930 -3.260
H -3.664 2.167 -0.352
H -5.464 2.323 -2.096
H -4.816 1.791 -4.485
H -2.459 1.191 -4.957
N 2.177 -2.498 4.463
C 0.786 -2.777 3.930
C 0.099 -3.816 4.800
P 1.056 -3.256 2.181
O 1.474 -4.823 2.424
O -0.239 -3.207 1.430
O 2.255 -2.483 1.731
P 0.001 -1.079 4.152
O -1.572 -1.425 4.278
O 0.568 -0.704 5.488
O 0.232 -0.240 2.947
H 2.628 -3.343 4.806
H 2.025 -1.768 5.198
H 2.712 -2.135 3.655
H 0.675 -4.744 4.829
H -0.880 -4.040 4.379
H -0.051 -3.434 5.812
H 1.718 -5.221 1.574
H -2.009 -1.140 3.461
C -3.973 5.074 2.220
C -4.601 3.802 2.779
C -3.639 2.901 3.558
C -2.678 2.073 2.696
Ge -0.961 2.840 2.087
C 0.043 3.436 3.696
C -0.199 4.897 4.066
C 0.583 5.348 5.297
C 0.306 6.800 5.673
H -4.715 5.682 1.697
H -3.169 4.849 1.521
H -3.549 5.679 3.025
H -5.039 3.222 1.958
H -5.432 4.074 3.437
H -4.242 2.209 4.157
H -3.083 3.510 4.280
H -3.182 1.666 1.822
H -2.339 1.208 3.271
H -1.146 4.107 1.202
H 1.109 3.263 3.527
H -0.252 2.764 4.508
H -1.267 5.069 4.244
H 0.068 5.538 3.218
H 1.652 5.211 5.109
H 0.332 4.693 6.137
H 0.565 7.471 4.850
H 0.881 7.106 6.549
H -0.752 6.948 5.897
O -2.665 -7.307 1.723
C -2.189 -6.261 2.537
N -2.509 -4.953 2.012
C -3.810 -4.644 1.867
O -4.694 -5.476 2.081
C -4.169 -3.246 1.480
C -5.510 -2.938 1.304
C -5.864 -1.632 1.022
C -4.860 -0.677 0.954
N -3.568 -0.957 1.112
C -3.235 -2.225 1.349
H -3.626 -7.182 1.709
H -1.105 -6.340 2.595
H -2.617 -6.354 3.541
H -1.746 -4.311 1.794
H -6.245 -3.725 1.403
H -6.898 -1.351 0.876
H -5.102 0.363 0.765
H -2.168 -2.417 1.424
O 1.141 -2.161 -1.624
P 0.424 -3.250 -2.326
C -1.365 -3.037 -2.530
C -2.046 -3.838 -3.450
C -3.400 -3.655 -3.675
C -4.084 -2.650 -3.001
C -3.417 -1.845 -2.092
C -2.064 -2.042 -1.849
C 1.004 -3.461 -4.030
C 1.074 -2.298 -4.798
C 1.488 -2.370 -6.119
C 1.831 -3.596 -6.677
C 1.760 -4.753 -5.915
C 1.346 -4.687 -4.591
C 0.750 -4.850 -1.540
C 2.083 -5.044 -1.169
C 2.481 -6.234 -0.583
C 1.544 -7.239 -0.359
C 0.216 -7.043 -0.706
C -0.185 -5.844 -1.286
H -1.504 -4.594 -4.006
H -3.920 -4.280 -4.389
H -5.137 -2.488 -3.193
H -3.941 -1.049 -1.578
H -1.575 -1.401 -1.132
H 0.789 -1.344 -4.364
H 1.538 -1.466 -6.712
H 2.154 -3.650 -7.709
H 2.029 -5.707 -6.351
H 1.293 -5.588 -3.992
H 2.795 -4.242 -1.326
H 3.516 -6.380 -0.301
H 1.850 -8.173 0.096
H -0.521 -7.809 -0.510
H -1.228 -5.693 -1.538
*
```

A molecular structure, C40H57BI2N8O4PRbS3, computed with ωB97M-V with the def2-TZVPD basis set.

Output
energy = -121850.2198 eV
strongest force on any atom = 2.17 eV Å⁻¹
Kohn-Sham gap = 0.1981 hartree
HOMO energy = -0.070 Ha

Structure (ORCA input):
```
! RIJCOSX wB97M-V def2-TZVPD def2/J DEFGRID3
* xyz -2 1
Rb 0.774 -0.826 0.572
C -3.209 4.415 -2.169
C -4.148 4.729 -1.008
C -5.440 3.933 -1.247
C -4.444 6.235 -0.961
N -3.577 4.339 0.280
C -4.368 4.111 1.391
C -3.571 3.681 2.386
N -2.281 3.630 1.931
B -1.202 2.701 2.523
N -1.813 1.846 3.673
C -1.260 1.743 4.916
C -1.630 0.565 5.461
N -2.431 -0.087 4.551
C -2.582 0.746 3.487
S -3.809 0.650 2.328
C -2.858 -1.476 4.746
C -4.078 -1.467 5.680
C -3.218 -2.168 3.434
C -1.679 -2.257 5.340
N 0.041 3.505 3.011
C 0.270 4.793 2.604
C 1.598 5.030 2.584
N 2.233 3.871 2.990
C 1.255 2.955 3.282
S 1.521 1.507 4.066
C 3.674 3.625 3.003
C 4.390 4.735 2.224
C 3.995 2.285 2.329
C 4.160 3.615 4.458
C -2.282 4.075 0.645
S -0.896 4.439 -0.205
H -3.719 4.607 -3.111
H -2.924 3.368 -2.133
H -2.305 5.013 -2.116
H -5.745 4.036 -2.286
H -6.261 4.276 -0.622
H -5.258 2.881 -1.046
H -4.903 6.562 -1.891
H -3.516 6.783 -0.817
H -5.118 6.469 -0.138
H -5.429 4.244 1.385
H -3.821 3.385 3.384
H -0.820 1.954 1.674
H -0.648 2.522 5.320
H -1.352 0.140 6.401
H -4.899 -0.935 5.202
H -3.850 -0.975 6.626
H -4.394 -2.488 5.884
H -4.080 -1.715 2.956
H -3.438 -3.211 3.649
H -2.367 -2.133 2.758
H -1.440 -1.964 6.360
H -0.802 -2.106 4.715
H -1.904 -3.319 5.331
H -0.533 5.447 2.335
H 2.121 5.923 2.314
H 3.947 4.854 1.239
H 5.436 4.468 2.098
H 4.346 5.684 2.754
H 3.422 2.188 1.409
H 3.734 1.455 2.980
H 5.057 2.227 2.101
H 3.989 4.585 4.920
H 5.221 3.385 4.498
H 3.612 2.855 5.009
C -1.584 -4.906 1.758
O -0.949 -5.021 3.009
C 0.448 -4.851 2.934
C 1.236 -5.903 3.346
C 2.618 -5.827 3.270
C 3.190 -4.686 2.726
C 2.421 -3.610 2.332
C 3.085 -2.375 1.861
N 3.529 -2.077 0.705
N 3.580 -2.946 -0.315
C 2.867 -2.823 -1.398
O 1.915 -2.012 -1.626
C 3.292 -3.774 -2.471
C 4.412 -4.592 -2.329
C 4.803 -5.436 -3.349
C 4.085 -5.484 -4.536
C 2.966 -4.682 -4.686
C 2.575 -3.836 -3.665
C 0.994 -3.619 2.456
O 0.268 -2.618 2.156
H -2.660 -4.927 1.944
H -1.319 -3.966 1.265
H -1.309 -5.743 1.098
H 0.742 -6.794 3.719
H 3.224 -6.652 3.625
H 4.268 -4.635 2.609
H 3.248 -1.609 2.622
H 4.962 -4.535 -1.402
H 5.680 -6.062 -3.232
H 4.398 -6.141 -5.340
H 2.401 -4.714 -5.609
H 1.706 -3.201 -3.772
I -2.603 -0.007 -0.332
C -1.872 -0.545 -2.283
I -2.824 0.534 -3.878
H -2.066 -1.595 -2.469
H -0.816 -0.328 -2.345
C 3.721 0.615 -1.439
P 2.073 1.216 -1.942
C 2.377 2.990 -2.328
C 1.702 0.473 -3.573
O 0.999 1.063 -0.953
H 4.442 0.723 -2.244
H 3.646 -0.430 -1.156
H 4.044 1.194 -0.576
H 3.168 3.110 -3.064
H 2.641 3.502 -1.406
H 1.454 3.433 -2.696
H 2.477 0.692 -4.300
H 0.751 0.850 -3.948
H 1.645 -0.600 -3.405
*
```